Entry 1:
Molecular formula: C5H8O5
Method: DFT, ωB97M-V/def2-TZVPD

The highest occupied orbital energy (alpha / beta) comes out at -9.096 / -7.004 eV. As for the energy above the lowest of the compared OMol25 structures with the same formula, charge and spin: 6.225 eV. The multiplicity is 1. The total charge is 0.

XYZ file:
```
18
C5H8O5, DFT ωB97M-V/def2-TZVPD
C -1.269 0.440 1.425
C -1.219 0.797 0.174
C 1.433 -0.488 0.885
C 0.691 -0.492 -0.456
C -2.317 1.534 -0.482
O -0.145 0.593 -0.718
O 1.756 -1.673 1.384
O 2.229 0.563 1.096
O 0.045 -1.771 -0.520
O 1.527 -0.595 -1.573
H -0.335 0.062 1.994
H -2.821 1.150 -1.445
H -1.779 2.494 -0.875
H -3.185 1.627 0.261
H 1.226 -2.258 0.749
H 2.811 0.251 1.789
H 0.213 -2.138 -1.351
H 1.140 -0.095 -2.336
```

natural (NBO) atomic charge list, values in e, 4 entries: C -0.2204; C 0.1231; C 0.5138; C 0.6738


Entry 2:
Molecular formula: C7H18NO3PSi
Method: DFT, ωB97M-V/def2-TZVPD

The highest occupied orbital energy comes out at -8.895 eV. As for the energy above the lowest of the compared OMol25 structures with the same formula, charge and spin: 0.216 eV. The multiplicity is 1. The total charge is 0.

XYZ file:
```
31
C7H18NO3PSi, DFT ωB97M-V/def2-TZVPD
C 0.221 -0.858 1.330
C 2.428 -1.973 0.619
C 1.049 -2.206 1.165
C 0.773 0.176 0.414
C -1.671 2.407 1.448
C -2.224 0.870 -1.059
C -0.143 2.990 -1.544
N 0.206 -2.938 0.159
O 0.113 -1.320 -1.894
O 1.662 0.578 -2.250
O 2.354 -1.660 -0.758
Si -0.887 1.842 -0.171
P 1.257 -0.441 -1.236
H -0.823 -0.988 1.328
H 0.305 -0.397 2.267
H 2.803 -1.241 1.288
H 3.044 -2.951 0.499
H 1.193 -2.837 2.195
H 1.511 0.843 0.649
H -2.175 1.601 2.048
H -1.017 2.793 2.282
H -2.254 3.378 1.287
H -1.968 0.521 -2.091
H -2.476 -0.181 -0.665
H -3.187 1.544 -1.180
H -0.940 3.554 -1.966
H 0.485 3.744 -1.204
H 0.344 2.317 -2.118
H -0.591 -3.395 0.614
H 0.807 -3.670 -0.241
H -0.199 -2.105 -1.216
```

natural (NBO) atomic charge list, values in e, 4 entries: C -0.4578; C -0.0912; C -0.0572; C -0.8973


Entry 3:
Molecular formula: CH4FNO
Method: DFT, ωB97M-V/def2-TZVPD

The highest occupied orbital energy (alpha / beta) comes out at -10.489 / -10.311 eV. As for the energy above the lowest of the compared OMol25 structures with the same formula, charge and spin: 4.535 eV. The multiplicity is 1. The total charge is 0.

XYZ file:
```
8
CH4FNO, DFT ωB97M-V/def2-TZVPD
C 0.107 0.796 -0.358
N 0.343 -0.385 0.447
O -0.517 -0.978 1.114
F -1.531 -2.000 0.153
H -0.267 1.646 0.242
H 1.078 1.110 -0.653
H -0.485 0.733 -1.220
H 1.273 -0.920 0.274
```

natural (NBO) atomic charge list, values in e, 4 entries: C -0.4538; N -0.0883; O -0.0293; F -0.4440


Entry 4:
Molecular formula: C22H50FN7O13Pt
Method: DFT, ωB97M-V/def2-TZVPD

The highest occupied orbital energy (alpha / beta) comes out at 0.228 / -0.548 eV. The multiplicity is 3. The total charge is -2.

XYZ file:
```
94
C22H50FN7O13Pt, DFT ωB97M-V/def2-TZVPD
Pt 2.254 0.086 1.189
C 0.754 -2.169 -4.335
C 1.605 -0.829 -4.212
N 0.654 0.435 -4.107
C 1.443 1.707 -4.393
C -0.531 0.288 -5.180
C -0.133 0.577 -6.697
C 0.095 0.463 -2.616
C -0.894 1.553 -2.316
O -0.689 2.925 -2.631
C 0.170 3.746 -1.875
H 0.330 -2.381 -5.317
H -0.021 -2.319 -3.583
H 1.338 -3.055 -4.087
H 2.131 -0.633 -5.147
H 2.382 -0.841 -3.447
H 0.710 2.478 -4.628
H 2.089 1.518 -5.251
H 2.023 1.955 -3.504
H -1.304 1.015 -4.933
H -0.999 -0.671 -4.959
H -1.026 0.769 -7.292
H 0.287 -0.270 -7.240
H 0.482 1.465 -6.839
H 0.982 0.588 -1.995
H -0.190 -0.556 -2.353
H -1.087 1.614 -1.245
H -1.878 1.227 -2.651
H -0.199 3.981 -0.876
H 0.647 4.546 -2.440
H 1.057 3.124 -1.753
F -0.011 -0.336 1.034
C 4.150 -1.610 1.939
O 4.260 -0.426 2.309
O 5.149 -2.338 1.720
O 3.037 -1.934 1.440
C 3.583 1.483 -0.549
O 3.006 2.029 0.399
O 3.169 0.309 -0.746
O 4.654 1.885 -0.994
O 3.099 6.247 2.913
C 3.081 5.144 2.343
N 3.530 5.054 1.113
C 2.400 3.965 3.058
H 3.312 4.184 0.647
H 3.894 5.867 0.638
H 1.561 3.517 2.527
H 1.909 4.468 3.891
H 3.049 3.190 3.465
O -4.577 -1.939 0.314
C -4.518 -3.067 0.799
N -3.896 -3.342 1.904
C -5.191 -4.166 0.075
H -3.774 -4.323 2.111
H -3.311 -2.629 2.316
H -4.489 -4.636 -0.614
H -6.000 -3.801 -0.559
H -5.631 -4.914 0.734
O 0.171 -4.491 -1.938
C -0.172 -3.580 -1.193
N 0.619 -2.541 -0.857
C -1.576 -3.539 -0.639
H 0.392 -1.831 -0.176
H 1.604 -2.584 -1.080
H -2.317 -3.601 -1.436
H -1.777 -2.664 -0.021
H -1.641 -4.416 0.005
O -4.299 1.074 2.369
C -3.303 1.107 1.678
N -2.982 0.219 0.706
C -2.195 2.198 1.798
H -3.697 -0.465 0.502
H -2.005 0.103 0.479
H -2.721 3.001 2.314
H -1.987 2.511 0.775
H -1.269 1.817 2.227
O 1.495 0.925 3.270
C 1.284 0.936 4.510
N 2.283 0.459 5.181
C -0.013 1.338 5.106
H 2.935 -0.062 4.612
H 2.391 0.484 6.185
H -0.147 2.335 4.686
H -0.131 1.394 6.188
H -0.844 0.781 4.673
O -0.054 -3.572 4.706
C -0.585 -2.847 3.863
N -0.051 -2.767 2.625
C -1.684 -1.858 4.179
H -0.418 -2.098 1.963
H 0.862 -3.176 2.484
H -2.135 -1.361 3.320
H -1.363 -1.102 4.897
H -2.598 -2.343 4.522
```

Löwdin atomic charge list, values in e, 4 entries: Pt 1.1912; C -0.0672; C -0.0747; N -0.1985


Number 1: E_tot -15546.546 eV. Number 2: E_tot -32350.410 eV. Number 3: E_tot -7352.137 eV. Number 4: E_tot -66636.850 eV.